# C5H6O2

One molecule with the formula C5H6O2 (ωB97M-V/def2-TZVPD, the Open Molecules 2025 dataset).

Geometry as XYZ:
```
13
Properties=species:S:1:pos:R:3:forces:R:3
C 2.38872 -0.95864 0.26917 -0.41 0.18 -0.20
C 1.37017 -0.48924 -0.16932 0.47 -0.21 0.16
C 0.08847 0.09969 -0.57514 -0.02 -0.04 0.02
C 0.08766 1.52423 -0.02605 -0.09 0.16 0.42
O -0.35760 1.83104 1.05397 0.20 -0.16 -0.50
C -1.10027 -0.75936 -0.04830 0.16 -0.27 -0.07
O -2.23458 -0.00449 0.27547 -0.03 0.13 0.13
H 3.28732 -1.38061 0.66327 -0.14 0.07 -0.11
H 0.05147 0.17145 -1.66984 0.00 0.01 0.15
H 0.55718 2.28218 -0.68298 0.00 -0.06 0.10
H -0.75397 -1.36572 0.79808 -0.05 0.14 -0.06
H -1.40155 -1.44436 -0.84490 0.10 0.02 0.11
H -1.97785 0.56058 1.01984 -0.18 0.00 -0.15
```
Positions in Å, forces in eV/Å.

Output
* HOMO level: -10.00 eV
* E_LUMO: 0.02616 hartree
* max |F|: 0.011 hartree/bohr
* SMILES: C#C[C@H](C=O)CO
* Kohn-Sham gap: 10.71 eV
* total energy: -9374.53620 eV

Mulliken population analysis, charges in e, atoms 1 to 2: 0.2321 -1.0135